No. 1
C5H6IO2S as an isolated structure in a non-equilibrium geometry. Source: the Open Molecules 2025 dataset; level of theory: wB97M-V/def2-TZVPD.

Last column: Löwdin charge in e.
Geometry (Å):
C: 0.53815 0.93212 0.87161  -0.19
C: -0.24829 -0.18078 1.06806  -0.18
C: -0.20752 -1.20654 0.09518  -0.57
C: -1.25790 -1.94196 -0.34794  -0.57
C: 0.95752 -1.41648 -0.82615  -0.13
O: 0.42892 2.97777 -1.51851  -0.47
O: -1.23669 3.02892 0.23408  -0.47
S: -0.51621 2.20516 -0.71755  0.79
I: -3.03857 -2.12639 0.80412  0.49
H: 0.41196 1.63833 1.59706  0.03
H: 1.34078 1.07501 0.21494  0.03
H: -1.21559 -0.01702 1.56694  0.07
H: 1.46829 -0.72586 -1.44085  0.05
H: 0.75911 -2.37852 -1.30788  0.06
H: 1.81603 -1.86378 -0.29310  0.07

Kohn-Sham gap (spin up / spin down)   6.05 / 6.05 eV
Largest force on an atom   3.577 eV Å⁻¹
Calculated total energy   -28310.352 eV
Highest occupied orbital energy (spin up / spin down)   -3.505 / -3.502 eV
Molar mass   257.1 g mol⁻¹
Relative energy (zero: lowest compared OMol25 entry of this formula, charge and spin)   24.1 kcal/mol
Net charge   -1

=====

No. 2
C5H6IrLiO4 as an isolated structure in a non-equilibrium geometry. Source: the Open Molecules 2025 dataset; level of theory: wB97M-V/def2-TZVPD.

Last column: Löwdin charge in e.
Geometry (Å):
O: -0.68765 0.82303 2.90632  0.10
C: -0.43734 0.22045 1.86818  -0.58
O: 0.14922 -0.87646 1.74008  -0.19
O: -0.76918 0.92516 0.71778  0.19
C: -0.86921 0.31200 -0.47148  -0.02
C: -0.77729 1.01101 -1.63688  0.26
Li: -0.34500 0.66199 4.68821  0.91
H: -0.86738 -0.78118 -0.43714  0.15
H: -0.77346 2.10184 -1.59809  0.16
H: -1.27680 0.53721 -2.48749  0.16
Ir: 1.44249 -1.86478 0.96772  1.59
C: 1.46814 0.45313 -2.44875  0.17
C: 1.67502 -0.92248 -2.08172  -0.20
O: 2.08670 -1.28656 -0.97006  -0.15
H: 2.03722 1.20545 -1.89827  0.13
H: 1.27552 -1.69349 -2.76271  0.17
H: 1.26534 0.64394 -3.50531  0.13

Kohn-Sham gap (spin up / spin down)   8.81 / 6.17 eV
Largest force on an atom   5.481 eV Å⁻¹
Calculated total energy   -16476.514 eV
Highest occupied orbital energy (spin up / spin down)   -21.453 / -22.816 eV
Molar mass   329.3 g mol⁻¹
Multiplicity   6
Net charge   +3
⟨S²⟩   8.767

=====

No. 3
C5H6LiMnO4 as an isolated structure in a non-equilibrium geometry. Source: the Open Molecules 2025 dataset; level of theory: wB97M-V/def2-TZVPD.

Last column: Löwdin charge in e.
Geometry (Å):
O: 0.97258 -1.87017 1.44141  -0.28
C: 0.24249 -1.12450 2.14398  -0.69
O: 0.32446 -0.97807 3.35351  0.07
O: -0.60530 -0.30205 1.38639  0.04
C: -1.38547 0.56448 2.02450  -0.14
C: -2.42895 1.20857 1.21196  0.00
Li: 1.75478 -2.41169 3.38796  0.86
H: -0.86910 1.13486 2.80752  0.18
H: -2.81221 0.27700 2.15555  0.26
H: -2.87181 2.03657 1.78048  0.14
H: -2.79937 0.57932 0.39686  0.13
Mn: 1.23445 -2.26567 -0.44159  1.03
C: -1.52921 2.62030 -0.18734  -0.03
C: -2.44520 3.43277 -0.78480  -0.12
O: -3.25877 4.09092 -1.24395  0.32
H: -1.07461 1.90821 -0.88538  0.11
H: -0.79808 3.18077 0.40650  0.12

Kohn-Sham gap (spin up / spin down)   7.07 / 8.85 eV
Largest force on an atom   3.608 eV Å⁻¹
Calculated total energy   -44977.692 eV
Highest occupied orbital energy (spin up / spin down)   -14.528 / -16.345 eV
Molar mass   192.0 g mol⁻¹
Relative energy (zero: lowest compared OMol25 entry of this formula, charge and spin)   0.0 kcal/mol
Multiplicity   7
Net charge   +2
⟨S²⟩   12.001

=====

No. 4
C5H6LiO4Yb as an isolated structure. Source: the Open Molecules 2025 dataset; level of theory: wB97M-V/def2-TZVPD.

Last column: Löwdin charge in e.
Geometry (Å):
O: -1.40808 0.92324 3.03749  0.02
C: -1.00813 0.11659 2.23407  -0.62
O: -0.54717 -1.01318 2.26139  -0.17
O: -1.03572 0.71925 0.83967  0.18
C: -0.62390 0.05213 -0.14140  0.00
C: -0.51552 0.64382 -1.46658  -0.07
Li: -1.67982 1.20515 4.85167  0.84
H: -0.33948 -0.99648 0.03571  0.17
H: -0.94981 1.64926 -1.48703  0.15
H: -1.14907 -0.02196 -2.08998  0.17
Yb: 0.45908 -2.74860 3.78281  1.20
C: 0.95826 0.59044 -2.02404  -0.09
C: 1.61785 -0.73973 -1.78232  -0.27
O: 2.45718 -0.91947 -0.93233  0.08
H: 1.57755 1.38497 -1.59041  0.14
H: 1.26499 -1.58601 -2.41340  0.14
H: 0.92180 0.74059 -3.11534  0.14

Kohn-Sham gap (spin up / spin down)   4.82 / 8.03 eV
Largest force on an atom   0.799 eV Å⁻¹
Calculated total energy   -45189.961 eV
Highest occupied orbital energy (spin up / spin down)   -12.771 / -15.988 eV
Molar mass   310.1 g mol⁻¹
Relative energy (zero: lowest compared OMol25 entry of this formula, charge and spin)   0.0 kcal/mol
Multiplicity   2
Net charge   +2
⟨S²⟩   0.750

=====

No. 5
C5H6LiO4Zn as an isolated structure in a non-equilibrium geometry. Source: the Open Molecules 2025 dataset; level of theory: wB97M-V/def2-TZVPD.

Last column: Löwdin charge in e.
Geometry (Å):
O: -2.60998 0.20797 0.40858  -0.20
C: -2.02400 -0.26787 1.39832  -0.65
O: -2.44529 -1.06079 2.21524  0.09
O: -0.63908 0.14238 1.46657  0.12
C: 0.10045 -0.28466 2.42171  -0.02
C: 1.45526 0.22082 2.55111  0.02
Li: -4.26633 -1.01293 1.29180  0.88
H: -0.23229 -1.19474 2.93940  0.19
H: 1.05990 0.78120 3.51001  0.20
H: 2.09045 -0.54610 3.01470  0.13
H: 1.69580 1.02875 1.85550  0.13
Zn: -2.26331 1.33542 -1.05738  0.98
C: 2.89817 -1.04919 0.52209  -0.05
C: 4.17591 -0.90139 0.85509  -0.23
O: 5.26966 -0.75559 1.20369  0.23
H: 2.46159 -0.29033 -0.12918  0.07
H: 2.48059 -2.05566 0.57726  0.08

Kohn-Sham gap (spin up / spin down)   6.07 / 5.40 eV
Largest force on an atom   3.478 eV Å⁻¹
Calculated total energy   -62076.154 eV
Highest occupied orbital energy (spin up / spin down)   -14.906 / -14.906 eV
Molar mass   202.4 g mol⁻¹
Relative energy (zero: lowest compared OMol25 entry of this formula, charge and spin)   16.1 kcal/mol
Multiplicity   2
Net charge   +2
⟨S²⟩   0.751

=====

No. 6
A 2-piece molecular cluster, C5H6N overall in a non-equilibrium geometry. Source: the Open Molecules 2025 dataset; level of theory: wB97M-V/def2-TZVPD.

Last column: Löwdin charge in e.
Geometry (Å):
C: -2.57973 1.52590 0.69730  0.05
C: 1.29782 -0.60404 0.74672  -0.01
C: 0.24230 -1.09754 -0.23208  0.00
C: 1.40538 -0.05648 -0.64247  -0.02
C: 0.05404 0.07796 -1.03720  0.10
N: -1.49239 1.20689 0.49543  0.10
H: -3.61085 1.69064 0.90136  0.08
H: 0.93550 0.19702 1.42099  0.13
H: 2.09022 -1.18861 1.27171  0.15
H: -0.11026 -2.01643 -0.41375  0.11
H: 2.29431 0.05212 -1.22595  0.15
H: -0.52634 0.21258 -1.98205  0.17

Kohn-Sham gap   11.45 eV
Largest force on an atom   4.387 eV Å⁻¹
Calculated total energy   -6761.077 eV
Highest occupied orbital energy   -16.236 eV
Molar mass   80.1 g mol⁻¹
Relative energy (zero: lowest compared OMol25 entry of this formula, charge and spin)   94.6 kcal/mol
Net charge   +1

=====

No. 7
An isolated ion of composition C5H6N and charge +1 in a non-equilibrium geometry. Source: the Open Molecules 2025 dataset; level of theory: wB97M-V/def2-TZVPD.

Last column: Löwdin charge in e.
Geometry (Å):
C: -2.38554 -0.59890 0.06340  0.03
C: -0.96901 -0.87574 0.17852  0.05
C: -0.92922 1.35013 -0.08348  0.06
C: -2.22146 0.73431 -0.10945  0.16
C: 1.21395 0.25234 -0.02567  0.02
N: -0.21592 0.24764 0.09091  -0.18
H: -3.17995 -1.41878 -0.00011  0.17
H: -0.50860 -1.79450 0.33438  0.13
H: -0.57764 2.39297 0.14835  0.19
H: 1.63889 0.90931 0.74391  0.11
H: 1.48765 -0.77864 0.28447  0.12
H: 1.36014 0.62684 -1.08070  0.14

Kohn-Sham gap (spin up / spin down)   6.86 / 9.44 eV
Largest force on an atom   3.264 eV Å⁻¹
SMILES   C[N+]1=CC=C=C1
Calculated total energy   -6760.033 eV
Highest occupied orbital energy (spin up / spin down)   -14.717 / -15.128 eV
Molar mass   80.1 g mol⁻¹
Relative energy (zero: lowest compared OMol25 entry of this formula, charge and spin)   118.6 kcal/mol
Net charge   +1

=====

No. 8
A 2-piece molecular cluster, C5H6N overall in a non-equilibrium geometry. Source: the Open Molecules 2025 dataset; level of theory: wB97M-V/def2-TZVPD.

Last column: Löwdin charge in e.
Geometry (Å):
C: 1.57762 0.38068 -1.16404  0.35
C: -1.81115 -0.34258 -1.14742  -0.03
C: 0.41751 0.95964 1.03583  -0.11
C: 0.40082 0.01508 1.99652  0.16
C: -1.20599 -1.22870 -1.64857  -0.04
N: 1.06500 0.56022 -0.13059  0.13
H: 1.84749 0.13826 -2.09759  0.10
H: 0.05224 1.95103 1.07713  0.13
H: 0.05565 0.38819 2.92437  0.08
H: 0.78446 -0.97102 1.82074  0.10
H: -2.36938 0.28324 -0.44423  0.05
H: -0.81426 -2.13403 -2.22213  0.08

Kohn-Sham gap   9.09 eV
Largest force on an atom   7.542 eV Å⁻¹
Calculated total energy   -6760.062 eV
Highest occupied orbital energy   -14.545 eV
Molar mass   80.1 g mol⁻¹
Relative energy (zero: lowest compared OMol25 entry of this formula, charge and spin)   118.0 kcal/mol
Net charge   +1

=====

No. 9
An isolated ion of composition C5H6N and charge +1 in a non-equilibrium geometry. Source: the Open Molecules 2025 dataset; level of theory: wB97M-V/def2-TZVPD.

Last column: Löwdin charge in e.
Geometry (Å):
C: 0.58767 -1.01138 -1.22897  0.10
C: 0.04700 -1.69018 -0.30780  -0.05
C: 0.84720 1.04949 0.14920  -0.14
C: 0.42211 0.49947 -1.14624  -0.12
C: -0.55207 0.76771 0.16476  0.16
N: -0.81332 -1.27988 0.66314  0.16
H: 1.55228 0.38214 0.81826  0.20
H: 1.24463 1.99548 0.38200  0.13
H: 0.54594 1.02296 -2.04640  0.12
H: -1.44137 1.29326 0.55826  0.14
H: -1.80120 -1.42772 0.44603  0.16
H: -0.63887 -1.60135 1.54777  0.11

Kohn-Sham gap (spin up / spin down)   8.26 / 7.83 eV
Largest force on an atom   4.413 eV Å⁻¹
Calculated total energy   -6756.982 eV
Highest occupied orbital energy (spin up / spin down)   -14.769 / -14.379 eV
Molar mass   80.1 g mol⁻¹
Relative energy (zero: lowest compared OMol25 entry of this formula, charge and spin)   189.0 kcal/mol
Net charge   +1

=====

No. 10
C5H6N as an isolated structure in a non-equilibrium geometry. Source: the Open Molecules 2025 dataset; level of theory: wB97M-V/def2-TZVPD.

Last column: Löwdin charge in e.
Geometry (Å):
C: 1.44214 0.33569 0.16110  -0.29
C: 2.38401 0.89908 -0.44100  0.32
C: -1.45806 1.14456 -0.79059  0.11
C: -1.18861 -0.05782 -0.35520  0.11
C: 1.21922 -1.11262 0.47113  0.01
N: 0.20235 -0.11816 0.86545  0.11
H: -2.27819 1.26182 -1.43219  0.09
H: -0.97023 2.00714 -0.66828  0.05
H: -1.62729 -0.97631 -0.44377  0.08
H: 0.69740 -1.76366 -0.18495  0.12
H: 1.78782 -1.72064 1.09634  0.12
H: -0.21055 0.10091 1.72196  0.15

Kohn-Sham gap   9.85 eV
Largest force on an atom   5.793 eV Å⁻¹
Calculated total energy   -6756.320 eV
Highest occupied orbital energy   -15.814 eV
Molar mass   80.1 g mol⁻¹
Relative energy (zero: lowest compared OMol25 entry of this formula, charge and spin)   204.3 kcal/mol
Net charge   +1

=====

No. 11
C5H6N as an isolated structure in a non-equilibrium geometry. Source: the Open Molecules 2025 dataset; level of theory: wB97M-V/def2-TZVPD.

Last column: Löwdin charge in e.
Geometry (Å):
C: -1.54305 0.79410 -0.89551  0.09
C: -0.38653 1.24970 -1.19813  0.03
C: 1.07633 -1.83671 -0.54011  0.39
C: -1.17451 0.66870 0.58903  -0.13
C: 0.28741 1.12073 0.64878  -0.05
N: 0.72961 1.45556 -0.52917  0.15
H: 1.34541 -0.93708 -1.07122  0.02
H: 1.86976 -2.48121 -0.20393  0.05
H: -1.84382 1.29364 1.18768  0.14
H: -1.31648 -0.36467 0.91506  0.13
H: 0.90096 1.18580 1.53078  0.13
H: 0.05491 -2.14855 -0.43325  0.05

Kohn-Sham gap (spin up / spin down)   8.18 / 4.75 eV
Largest force on an atom   1.580 eV Å⁻¹
Calculated total energy   -6755.142 eV
Highest occupied orbital energy (spin up / spin down)   -15.111 / -13.998 eV
Molar mass   80.1 g mol⁻¹
Relative energy (zero: lowest compared OMol25 entry of this formula, charge and spin)   231.4 kcal/mol
Net charge   +1

=====

No. 12
C5H6N as an isolated structure in a non-equilibrium geometry. Source: the Open Molecules 2025 dataset; level of theory: wB97M-V/def2-TZVPD.

Last column: Löwdin charge in e.
Geometry (Å):
C: 1.59937 -0.47149 -0.18098  0.06
C: 1.57598 0.88707 -0.29947  0.08
C: 0.38339 0.98837 0.36053  0.09
C: -0.19220 -0.44195 0.56337  -0.28
C: -1.39179 -0.45513 -0.34306  -0.01
N: 0.92482 -1.40441 0.15037  0.25
H: 2.40216 1.49308 -0.57432  0.14
H: -0.18327 1.80011 0.36794  0.10
H: -0.52604 -0.90062 1.57664  0.22
H: -1.59013 -1.48417 -0.43391  0.09
H: -1.05779 -0.27135 -1.42531  0.15
H: -1.94449 0.26049 0.23820  0.11

Kohn-Sham gap   9.92 eV
Largest force on an atom   4.603 eV Å⁻¹
Calculated total energy   -6760.052 eV
Highest occupied orbital energy   -16.313 eV
Molar mass   80.1 g mol⁻¹
Relative energy (zero: lowest compared OMol25 entry of this formula, charge and spin)   118.2 kcal/mol
Net charge   +1